No. 1
Molecular formula: C26H85FN2O20
Method: DFT, ωB97M-V/def2-TZVPD

Output
LUMO level   0.30 eV
Relative energy (zero: lowest compared OMol25 entry of this formula, charge and spin)   44.5 kcal/mol
HOMO level   -9.5 eV

Last column: Löwdin charge in e.
CARTESIAN COORDINATES (ANGSTROEM)
1 C 1.00231 -3.26672 1.02183  -0.11
2 O 0.54977 -2.99150 -0.32378  -0.21
3 C 1.26116 -1.89644 -0.93503  -0.11
4 C 0.37432 -0.58734 -1.19992  -0.24
5 F 0.47445 -0.26959 -2.61398  -0.05
6 O -1.01740 -0.74156 -0.93221  -0.08
7 C -1.31325 -0.60679 0.47600  -0.30
8 C -1.56185 0.94792 0.88503  -0.10
9 C -1.59366 0.99398 2.49516  -0.20
10 N -0.50965 0.70551 3.19395  0.06
11 C -2.64101 -1.39480 0.92827  -0.12
12 C -2.78612 -2.84571 0.27547  -0.09
13 C -3.27204 -2.85278 -1.23982  -0.39
14 N -3.91431 -1.69005 -1.93325  0.09
15 O -3.06850 -3.89147 -1.92626  0.02
16 H 1.57110 -2.41248 1.51857  0.10
17 H 1.64912 -4.20275 1.12014  0.10
18 H 0.06414 -3.43665 1.66650  0.08
19 H 1.60911 -2.26894 -1.96707  0.12
20 H 2.18961 -1.57892 -0.36025  0.14
21 H 0.84242 0.32122 -0.66978  0.16
22 H -0.41534 -0.93512 1.11529  0.14
23 H -0.73213 1.63192 0.51386  0.12
24 H -2.60699 1.25989 0.54690  0.09
25 H -2.51402 1.30195 3.09575  0.12
26 H -0.73613 0.79259 4.20637  0.04
27 H -2.52643 -1.55221 2.06384  0.13
28 H -3.54233 -0.71236 0.78044  0.11
29 H -3.57739 -3.42681 0.87661  0.13
30 H -1.80887 -3.42252 0.37313  0.11
31 H -4.55503 -1.18797 -1.29075  0.08
32 H -3.18631 -1.03603 -2.28132  0.09
33 C 0.02214 4.20579 4.77004  -0.16
34 O -1.36350 3.90068 4.71346  -0.14
35 H 0.55280 3.56004 4.06992  0.07
36 H 0.18207 5.25033 4.49069  0.08
37 H 0.39897 4.02927 5.78112  0.06
38 H -1.81032 4.48459 5.34113  0.06
39 C 3.84309 -3.40354 -3.39477  -0.16
40 O 4.13151 -2.95576 -2.07672  -0.13
41 H 2.83290 -3.09214 -3.65908  0.07
42 H 4.55419 -2.96129 -4.09816  0.07
43 H 3.90725 -4.49146 -3.43308  0.06
44 H 5.02779 -3.24277 -1.86677  0.08
45 C 2.50885 1.72170 -3.45139  -0.15
46 O 3.67402 1.97284 -2.67660  -0.12
47 H 1.69106 1.45879 -2.78437  0.05
48 H 2.24261 2.62124 -4.01383  0.07
49 H 2.69717 0.89297 -4.13760  0.07
50 H 4.38075 2.20296 -3.29147  0.06
51 C -0.27669 4.14020 -4.05598  -0.17
52 O -1.37606 3.32493 -3.66935  -0.12
53 H -0.64199 5.14068 -4.28525  0.07
54 H 0.44350 4.19681 -3.23553  0.08
55 H 0.19948 3.71632 -4.94376  0.07
56 H -1.02506 2.44640 -3.47245  0.07
57 C 1.25940 -6.30412 -3.50224  -0.15
58 O 2.04464 -5.53843 -2.60005  -0.15
59 H 1.86522 -6.54795 -4.37560  0.08
60 H 0.93579 -7.22891 -3.01780  0.08
61 H 0.38812 -5.72442 -3.81747  0.08
62 H 1.48677 -5.33554 -1.83750  0.08
63 C -4.91624 2.89134 -1.03756  -0.15
64 O -3.75140 3.14328 -0.26351  -0.14
65 H -5.73637 2.63808 -0.36551  0.08
66 H -5.18042 3.78432 -1.60902  0.08
67 H -4.73452 2.05460 -1.71738  0.07
68 H -3.04216 3.36449 -0.88058  0.07
69 C 2.62426 -0.69319 -6.69761  -0.16
70 O 3.78884 -0.44301 -5.92515  -0.15
71 H 1.80653 -0.95687 -6.02607  0.08
72 H 2.35437 0.20438 -7.26055  0.08
73 H 2.80829 -1.52246 -7.38569  0.08
74 H 4.49742 -0.21184 -6.54344  0.05
75 C -1.18280 7.49659 -1.46581  -0.15
76 O -1.33951 6.70551 -2.63535  -0.14
77 H -1.07256 8.54034 -1.75992  0.08
78 H -2.06441 7.39231 -0.82833  0.08
79 H -0.28983 7.17854 -0.92145  0.08
80 H -1.43489 5.78846 -2.34855  0.05
81 C 6.83030 1.92421 -6.04565  -0.14
82 O 6.63629 0.78171 -6.86611  -0.14
83 H 6.25943 2.75554 -6.45979  0.08
84 H 6.47965 1.71419 -5.03176  0.07
85 H 7.89038 2.18813 -6.02558  0.08
86 H 7.15226 0.06104 -6.47728  0.05
87 C -1.39235 3.66417 8.43095  -0.13
88 O -2.48971 4.35499 7.84623  -0.13
89 H -0.73826 3.30506 7.63605  0.06
90 H -0.83403 4.34332 9.07984  0.08
91 H -1.76051 2.81377 9.00918  0.06
92 H -3.05059 4.66096 8.56929  0.08
93 C -6.61997 -5.04312 -1.63182  -0.17
94 O -6.45675 -3.77457 -2.24524  -0.14
95 H -7.68366 -5.27976 -1.59095  0.07
96 H -6.10231 -5.80634 -2.21840  0.08
97 H -6.21628 -5.01749 -0.61575  0.07
98 H -5.50586 -3.58575 -2.26749  0.03
99 C 1.43650 5.96863 -7.26567  -0.16
100 O 2.21457 6.73837 -6.36076  -0.13
101 H 2.04345 5.73262 -8.13977  0.08
102 H 1.12199 5.03997 -6.78269  0.06
103 H 0.56096 6.54384 -7.57763  0.08
104 H 1.65589 6.93359 -5.59839  0.07
105 C -1.57772 -5.23753 4.20023  -0.16
106 O -0.31888 -5.12193 3.55777  -0.14
107 H -2.36566 -5.10848 3.45748  0.07
108 H -1.66773 -6.22702 4.65545  0.07
109 H -1.67130 -4.46292 4.96608  0.08
110 H 0.35988 -5.24022 4.23820  0.06
111 C -2.48476 0.18931 10.52621  -0.16
112 O -2.51376 1.51003 11.05017  -0.14
113 H -1.95718 0.20131 9.57229  0.08
114 H -1.96038 -0.47204 11.22047  0.08
115 H -3.50536 -0.16868 10.36968  0.08
116 H -2.98446 1.47260 11.89145  0.08
117 C 1.23235 -5.35006 7.58526  -0.15
118 O 1.07464 -6.14206 6.41576  -0.13
119 H 1.35298 -4.30774 7.29027  0.08
120 H 0.34681 -5.44621 8.21847  0.08
121 H 2.11946 -5.67512 8.13430  0.08
122 H 0.97006 -7.05686 6.70359  0.08
123 C 8.91559 -2.30795 -6.66038  -0.15
124 O 8.98016 -1.33953 -5.62104  -0.13
125 H 8.25873 -1.93640 -7.44724  0.08
126 H 9.91385 -2.47450 -7.07235  0.08
127 H 8.51391 -3.24520 -6.26739  0.08
128 H 9.56538 -1.69147 -4.93996  0.08
129 C -5.59626 2.81870 7.00798  -0.17
130 O -4.76221 1.92691 6.28542  -0.13
131 H -6.63657 2.53287 6.85130  0.08
132 H -5.36090 2.75922 8.07411  0.07
133 H -5.44256 3.83877 6.64666  0.08
134 H -3.84932 2.20255 6.44123  0.06

Forces on atoms 1 to 3 (eV/Å):
C -0.7 -0.3 1.5
O 1.4 1.1 0.8
C 0.3 -0.1 -1.4

No. 2
Molecular formula: C39H57N5O2PbSe
Method: DFT, ωB97M-V/def2-TZVPD

Output
LUMO level (alpha / beta)   -7.46 / -7.28 eV
Net charge   +2
Relative energy (zero: lowest compared OMol25 entry of this formula, charge and spin)   8.3 kcal/mol
HOMO level (alpha / beta)   -13.5 / -13.7 eV

Last column: Löwdin charge in e.
CARTESIAN COORDINATES (ANGSTROEM)
1 Pb -1.11639 0.66454 -0.24299  1.56
2 C 1.83965 0.78202 -1.87035  -0.08
3 N 1.46276 0.75987 -0.44409  -0.36
4 C 2.00026 1.96974 0.20707  -0.07
5 C 2.00829 -0.45624 0.18867  -0.17
6 C 1.24019 -0.87893 1.43214  -0.14
7 N -0.17344 -1.22982 1.13220  -0.21
8 C -0.95445 -1.36766 2.38740  -0.11
9 C -1.00290 -0.21783 3.38363  -0.10
10 C -1.27146 -0.55975 4.67332  0.04
11 C -1.39639 0.40490 5.70144  -0.10
12 C -1.22590 1.75273 5.36306  0.03
13 C -0.98818 2.19652 4.08150  -0.04
14 C -0.83034 1.18413 3.04050  -0.29
15 O -0.47409 1.49684 1.87042  -0.22
16 C -0.86999 3.71014 3.85825  -0.52
17 C -0.84565 4.18188 2.39719  -0.05
18 C -2.06663 4.42277 4.51639  -0.04
19 C 0.43735 4.16943 4.53445  -0.02
20 C -1.67289 -0.04832 7.11971  -0.55
21 C -2.85283 -1.03887 7.13797  -0.03
22 C -1.99907 1.11917 8.05266  -0.05
23 C -0.39774 -0.75827 7.62673  -0.02
24 C -0.16522 -2.55970 0.46441  -0.11
25 C -1.35839 -2.96803 -0.35481  -0.11
26 C -2.04237 -4.11198 -0.09278  0.05
27 C -2.98192 -4.64135 -1.01639  -0.10
28 C -3.16643 -3.96783 -2.23677  0.06
29 C -2.51836 -2.80017 -2.57369  -0.05
30 C -1.57893 -2.25660 -1.59690  -0.31
31 O -0.90863 -1.20412 -1.80102  -0.18
32 C -2.73260 -2.13574 -3.93003  -0.53
33 C -1.40318 -2.23513 -4.71142  -0.02
34 C -3.14330 -0.65501 -3.81003  -0.03
35 C -3.82347 -2.84032 -4.74042  -0.05
36 C -3.67770 -5.94824 -0.71068  -0.55
37 C -2.62282 -7.05996 -0.93701  -0.01
38 C -4.15331 -5.99483 0.74921  -0.04
39 C -4.87138 -6.21064 -1.63130  -0.04
40 H 2.92577 0.72378 -1.99027  0.11
41 H 1.49458 1.71022 -2.32575  0.10
42 H 1.37790 -0.05796 -2.38979  0.08
43 H 3.08905 2.01142 0.09688  0.11
44 H 1.74831 1.97889 1.26199  0.07
45 H 1.57036 2.85860 -0.25551  0.10
46 H 3.05783 -0.30463 0.46450  0.14
47 H 1.99042 -1.25072 -0.55637  0.12
48 H 1.24846 -0.07465 2.15982  0.11
49 H 1.74309 -1.74079 1.88626  0.15
50 H -0.55506 -2.22657 2.94088  0.14
51 H -1.97606 -1.63287 2.09952  0.13
52 H -1.38164 -1.60839 4.92398  0.13
53 H -1.30396 2.48474 6.15312  0.10
54 H -1.69760 3.79212 1.83840  0.08
55 H 0.07009 3.88942 1.88912  0.07
56 H -0.90025 5.27125 2.39077  0.10
57 H -2.98042 4.23132 3.94830  0.06
58 H -1.88932 5.49833 4.50365  0.10
59 H -2.23280 4.13073 5.55242  0.08
60 H 1.29899 3.66546 4.09049  0.09
61 H 0.43250 3.96903 5.60652  0.09
62 H 0.56126 5.24368 4.38829  0.10
63 H -3.73036 -0.61260 6.64600  0.09
64 H -3.11871 -1.25891 8.17146  0.10
65 H -2.60893 -1.98544 6.65561  0.08
66 H -2.86138 1.68738 7.69474  0.09
67 H -1.15196 1.79636 8.17420  0.09
68 H -2.24653 0.72917 9.03925  0.10
69 H -0.15696 -1.62972 7.01534  0.08
70 H -0.55412 -1.09253 8.65330  0.10
71 H 0.45685 -0.07946 7.60980  0.10
72 H 0.03103 -3.32159 1.22595  0.14
73 H 0.67845 -2.56949 -0.22336  0.13
74 H -1.82841 -4.65912 0.81761  0.13
75 H -3.87180 -4.38079 -2.93983  0.10
76 H -0.61255 -1.67250 -4.21673  0.08
77 H -1.54463 -1.82206 -5.71129  0.10
78 H -1.08745 -3.27485 -4.81377  0.10
79 H -2.42330 -0.07593 -3.23910  0.06
80 H -4.13133 -0.55221 -3.35355  0.09
81 H -3.19448 -0.22585 -4.81086  0.10
82 H -3.54786 -3.86380 -4.99886  0.10
83 H -3.97201 -2.29964 -5.67482  0.10
84 H -4.77860 -2.85185 -4.20927  0.10
85 H -1.76290 -6.93570 -0.27643  0.09
86 H -2.27009 -7.05674 -1.96974  0.10
87 H -3.07754 -8.02971 -0.73042  0.10
88 H -3.32475 -6.01179 1.45775  0.08
89 H -4.72852 -6.90624 0.91034  0.10
90 H -4.79778 -5.14403 0.98545  0.09
91 H -4.56907 -6.31610 -2.67413  0.09
92 H -5.62180 -5.41925 -1.55789  0.09
93 H -5.34719 -7.14693 -1.34144  0.10
94 Se -4.82651 1.77426 3.81703  1.21
95 N -5.99220 0.54814 3.41126  -0.22
96 C -5.54486 -0.07047 2.33304  -0.38
97 C -6.21557 -1.11867 1.65580  0.03
98 C -5.61942 -1.59952 0.53391  -0.02
99 C -4.37546 -1.07236 0.10463  -0.11
100 N -3.68763 -0.12644 0.69968  0.04
101 C -4.27638 0.41286 1.81411  -0.45
102 N -3.73971 1.41486 2.48153  -0.20
103 H -7.16667 -1.48201 2.02229  0.14
104 H -6.08363 -2.38042 -0.05431  0.11
105 H -3.94241 -1.46893 -0.79986  0.09

Forces on atoms 1 to 3 (eV/Å):
Pb 0.3 0.1 0.1
C -0.1 0.0 -0.1
N 0.0 0.0 0.0

No. 3
Molecular formula: CH6N2
Method: DFT, ωB97M-V/def2-TZVPD

Output
LUMO level   1.12 eV
Structure (SMILES)   CNN
Relative energy (zero: lowest compared OMol25 entry of this formula, charge and spin)   84.3 kcal/mol
HOMO level   -8.8 eV

Last column: Löwdin charge in e.
CARTESIAN COORDINATES (ANGSTROEM)
1 C -1.15000 -0.20309 -0.01358  -0.19
2 H -2.04158 0.09986 -0.81420  0.12
3 H -1.10991 -1.06229 -0.37644  -0.06
4 H -1.77522 -0.41629 1.05808  0.13
5 H -0.10556 1.46862 0.57790  0.16
6 H 1.56306 -0.31645 -0.81100  0.02
7 H 0.84893 -0.89884 0.60174  0.02
8 N 0.09604 0.57065 -0.08779  -0.23
9 N 1.26400 -0.23581 0.06571  0.02

Forces on atoms 1 to 3 (eV/Å):
C -4.5 6.9 2.7
H 2.1 0.5 2.1
H 1.6 -7.9 -2.9

No. 4
Molecular formula: C4H6IN3S2
Method: DFT, ωB97M-V/def2-TZVPD

Output
LUMO level (alpha / beta)   -1.52 / -1.80 eV
Relative energy (zero: lowest compared OMol25 entry of this formula, charge and spin)   30.2 kcal/mol
HOMO level (alpha / beta)   -8.4 / -7.9 eV

Last column: Löwdin charge in e.
CARTESIAN COORDINATES (ANGSTROEM)
1 C 0.87512 0.11960 -2.40215  -0.15
2 C 0.01534 0.20119 -0.53261  -0.59
3 C -0.26374 -0.06765 1.89988  -0.18
4 C -0.55462 0.69456 0.63196  -0.72
5 N 0.10563 0.89166 -1.71518  0.09
6 N 0.74059 -0.91887 -0.44393  0.12
7 N 1.23342 -1.03594 -1.73498  0.05
8 S -1.93350 2.94312 -1.01132  0.35
9 S -1.19860 2.36987 0.88042  0.50
10 I -2.94446 -0.77018 -0.11893  0.15
11 H 0.98636 0.27691 -3.42365  0.11
12 H 0.76046 0.37324 2.24526  0.13
13 H -1.02966 0.03943 2.61296  0.04
14 H -0.04442 -1.18731 1.76566  0.10
15 H 2.09888 -1.61795 -1.77440  0.17
16 H -0.60342 2.85074 -1.33496  -0.18

Forces on atoms 1 to 3 (eV/Å):
C 0.1 -1.4 0.1
C 1.9 -0.6 -0.7
C 3.1 -0.5 -0.5

No. 5
Molecular formula: C20H36BF3IN3O8S
Method: DFT, ωB97M-V/def2-TZVPD

Output
LUMO level   -1.62 eV
Structure (SMILES)   CCOB(O)[C@](C#N)(N=C=S)[C@](I)(C#N)C(F)(F)F.COCCOC.COCCOC.COCCOC
HOMO level   -8.7 eV

Last column: Löwdin charge in e.
CARTESIAN COORDINATES (ANGSTROEM)
1 C -0.85911 2.80698 7.65709  -0.09
2 C -1.44202 2.78378 6.12527  -0.26
3 O -0.83016 1.78337 5.23733  -0.07
4 B -1.11361 2.21051 3.85222  -0.53
5 O -2.46907 2.81990 3.61003  0.03
6 C -0.12494 2.04340 2.54931  -0.31
7 C -0.78118 3.00902 1.35155  -0.06
8 N -1.30357 3.81447 0.45351  0.16
9 N -0.09520 0.63939 1.95432  0.08
10 C -0.75087 -0.26486 2.75285  -0.49
11 S -1.09778 -1.52419 3.89348  0.71
12 C 1.40841 2.58985 2.76519  -0.57
13 I 1.64399 4.09274 4.34043  1.10
14 C 1.81825 3.35228 1.33406  -0.17
15 N 2.12426 4.06186 0.26688  0.15
16 C 2.53210 1.35977 2.91242  -0.24
17 F 2.90350 0.76429 1.59131  0.03
18 F 3.78953 2.03893 3.40265  -0.06
19 F 2.15977 0.36370 3.94367  0.03
20 H -0.30986 3.85490 7.81000  0.08
21 H -0.05686 1.98939 7.89939  0.09
22 H -1.78903 2.80673 8.37840  0.09
23 H -2.59325 2.53928 6.20177  0.14
24 H -1.22083 3.84874 5.65938  0.10
25 H -3.16502 2.10353 3.53276  0.14
26 C -0.18244 2.52290 -2.25182  -0.13
27 O -0.46764 1.73592 -3.40564  -0.21
28 C -1.54330 2.26845 -4.18692  -0.19
29 C -1.04470 3.17619 -5.32060  -0.19
30 O -0.34490 4.32384 -4.82812  -0.20
31 C 1.06364 4.11972 -4.75042  -0.11
32 H 0.84027 2.30514 -1.93808  0.08
33 H -0.26304 3.59710 -2.44566  0.08
34 H -0.86990 2.25139 -1.44488  0.05
35 H -2.25690 2.79511 -3.54341  0.13
36 H -2.06359 1.41810 -4.63129  0.12
37 H -1.91397 3.54461 -5.87602  0.12
38 H -0.41245 2.62127 -6.02484  0.12
39 H 1.51635 4.31248 -5.73152  0.09
40 H 1.33582 3.11131 -4.43170  0.06
41 H 1.46786 4.83696 -4.02980  0.09
42 C 3.03389 0.72330 -4.87055  -0.11
43 O 2.74494 1.07263 -6.22202  -0.21
44 C 3.84765 0.83257 -7.10375  -0.19
45 C 3.76511 -0.54535 -7.77633  -0.19
46 O 3.81384 -1.61574 -6.82699  -0.20
47 C 2.51923 -2.04932 -6.41755  -0.11
48 H 2.08650 0.55922 -4.35354  0.09
49 H 3.63318 -0.18916 -4.79150  0.08
50 H 3.56809 1.54644 -4.38626  0.09
51 H 4.79629 0.95557 -6.56928  0.13
52 H 3.80429 1.59746 -7.88112  0.12
53 H 4.63277 -0.66103 -8.43484  0.12
54 H 2.86445 -0.63110 -8.39690  0.12
55 H 2.12507 -2.76688 -7.14859  0.09
56 H 1.80452 -1.23057 -6.31078  0.08
57 H 2.62335 -2.55285 -5.45177  0.09
58 C -2.74730 -5.48138 5.99166  -0.11
59 O -2.22252 -4.97640 4.76626  -0.23
60 C -1.39126 -5.92471 4.08748  -0.19
61 C -2.17125 -6.74256 3.04797  -0.19
62 O -3.21126 -7.52549 3.64359  -0.20
63 C -4.47020 -6.85713 3.64976  -0.11
64 H -3.63661 -4.90054 6.24375  0.09
65 H -3.03134 -6.53622 5.92393  0.08
66 H -2.00380 -5.36029 6.78539  0.09
67 H -0.89074 -6.57850 4.81049  0.13
68 H -0.61947 -5.35460 3.56731  0.12
69 H -1.47834 -7.44197 2.56781  0.12
70 H -2.58602 -6.09655 2.26422  0.13
71 H -4.96718 -7.00316 2.68211  0.09
72 H -4.38797 -5.78537 3.84246  0.08
73 H -5.08646 -7.30856 4.43305  0.09

Forces on atoms 1 to 3 (eV/Å):
C 0.3 1.0 -0.3
C -0.8 0.9 1.3
O -0.2 2.0 -3.1

> What is the formula in the first record?

C26H85FN2O20